Record 1
The following is a DFT calculation (the ωB97M-V functional and the def2-TZVPD basis) of a cluster of 7 separate species, C36H51IN9O2 in total in a non-equilibrium geometry.

Each line ends with the Mulliken charge.
Cartesian coordinates (Å):
I -5.20129 4.39981 1.51363  0.03
O 0.65725 3.63947 -0.28616  -0.47
O -0.66811 -1.87821 2.51922  0.07
N -4.40355 -3.71571 -0.68680  0.12
N -1.57261 -1.30153 1.67275  0.10
N -3.80717 -0.86001 0.54290  -0.10
N -1.27149 2.29256 -4.17588  0.16
N 1.76244 -2.94043 -1.20210  0.22
N 0.79238 5.37575 -4.61700  0.08
N 1.00121 4.36093 2.05856  -0.56
N 3.92505 -3.99154 4.20916  0.07
N 4.46244 1.31097 4.82256  0.05
C -2.48378 1.67083 -4.32595  -0.54
C -3.88353 -5.52105 -1.87499  -0.57
C 4.50190 2.12933 3.72373  -0.58
C -4.39306 -5.93759 -0.62195  -0.57
C -3.05675 -1.70267 1.55040  -0.17
C -2.44323 0.93440 -5.48869  -0.67
C 2.13631 -3.38882 3.03520  0.80
C 3.18677 -3.68683 2.13465  -0.56
C -1.28168 -1.63629 3.86125  -0.48
C 0.37564 5.94979 -5.78983  -0.37
C 0.57621 1.72544 1.54407  0.07
C -1.26203 -0.16696 0.72047  -0.37
C -4.70902 -4.80250 0.09057  -0.31
C 2.17210 -2.88443 -3.38615  -0.53
C 1.43717 6.64548 -6.32377  -0.49
C -4.49836 2.00871 -0.32985  -0.60
C 0.82695 -0.18837 4.77689  -0.40
C -0.16339 -1.47751 5.06086  -0.43
C 1.80190 -2.12207 -2.30093  -0.48
C 2.11119 -4.21326 -1.57198  -0.39
C 4.28060 -4.05270 2.88690  -0.90
C 2.62069 -3.58253 4.30948  -1.06
C 2.53136 6.48963 -5.43963  -0.48
C 0.73817 3.27290 0.99961  0.30
C -3.27421 1.15457 -1.07293  0.44
C 4.81119 0.03814 4.45267  -0.71
C 4.87210 1.36697 2.63851  -0.64
C -3.90471 -4.14427 -1.88931  -0.41
C -0.46170 1.96827 -5.23305  -0.57
C 5.06745 0.04320 3.09971  -0.13
C -4.24471 3.64381 -0.35538  -0.85
C -1.16320 1.12224 -6.06270  -0.48
C 0.11777 0.64899 0.37626  -0.04
C 2.10401 5.70404 -4.39252  -0.41
C -2.73349 0.07981 0.04067  -0.56
C 2.36745 -4.20820 -2.92494  -0.58
H -0.63750 5.81336 -6.14379  0.36
H 5.36431 -0.81368 2.50899  0.49
H 0.23058 0.76694 4.38434  0.12
H 0.98654 -0.16302 0.32722  0.09
H -3.24894 0.32780 -5.88157  0.40
H -4.77644 4.16529 -1.27245  0.41
H 1.42470 7.20550 -7.24990  0.39
H 4.21553 1.60120 5.75981  0.22
H 1.56255 -1.07039 -2.21704  0.40
H -4.80153 -0.84681 0.22683  0.44
H -3.65535 -2.54424 2.10072  0.28
H 1.63939 1.40053 1.96694  -0.09
H -3.81935 0.52275 -1.92249  0.28
H 2.62005 5.35018 -3.51009  0.37
H -4.51112 1.70819 0.82520  0.44
H 2.04570 4.39315 2.24058  0.27
H -1.96229 -2.56035 4.16675  0.27
H -4.52772 -2.74889 -0.41576  0.20
H 4.26255 3.18101 3.80761  0.45
H 0.54225 2.36494 -5.30345  0.46
H -3.09538 3.85906 -0.28138  0.32
H -3.26896 1.80425 -3.59379  0.69
H 4.53063 -4.21266 4.98891  0.20
H -3.53950 -6.15675 -2.68051  0.41
H 5.27835 -4.35207 2.59518  0.41
H 4.84551 -0.76042 5.18160  0.42
H 1.13458 -3.06688 2.78150  0.52
H 0.06112 1.12776 -0.70026  0.25
H -0.79343 0.68830 -6.98264  0.42
H 2.14551 -5.01182 -0.84306  0.40
H 1.57173 -0.47867 3.90971  0.00
H -0.76360 -1.31383 6.07930  0.38
H 0.22107 4.80072 -4.01154  0.14
H -4.51684 -6.95593 -0.27678  0.41
H 3.52359 6.90651 -5.55369  0.39
H 2.28950 -2.52573 -4.40056  0.41
H 0.59242 4.05609 2.97083  0.32
H -5.56075 1.74710 -0.75211  0.24
H -1.01505 2.89683 -3.40599  0.18
H 1.45119 0.08007 5.74795  0.32
H -2.45116 1.84027 -1.54395  -0.20
H 2.14970 -3.46592 5.27640  0.37
H -5.12275 -4.67543 1.08206  0.35
H -3.60684 -3.43473 -2.64961  0.42
H 3.14980 -3.63851 1.05409  0.27
H -0.22520 1.72136 2.42405  0.18
H 4.98950 1.72568 1.62410  0.44
H -1.91609 -0.63041 3.87268  0.38
H 1.51553 -2.65020 -0.26485  0.17
H 2.66431 -5.06508 -3.51567  0.41
H 0.45096 -2.48503 5.18138  0.05

## Properties
LUMO level in eV: -4.1
Charge: +1
Kohn-Sham gap in eV: 5.47
Multiplicity: 1
Strongest force on any atom in Eh/bohr: 0.167

=====

Record 2
The following is a DFT calculation (the ωB97M-V functional and the def2-TZVPD basis) of the molecule C24H30N2O5.

Each line ends with the Mulliken charge.
Cartesian coordinates (Å):
O -0.55927 -2.71097 2.08864  -0.70
O -0.76052 3.58716 1.33702  -0.30
O 0.51439 2.03429 3.29074  -0.53
O -1.30294 3.99102 -2.07798  -0.69
O -0.66058 -3.07662 -2.77088  -0.41
N 0.74685 4.08990 -1.15635  0.10
N -0.66820 -2.59993 -0.18890  -0.06
C 3.19056 2.57617 -1.12904  -0.93
C -0.81351 2.22303 1.23372  1.16
C -0.62264 -4.19275 -1.96399  1.01
C -0.55347 -6.31387 -0.14161  0.39
C -0.73165 -0.57418 1.07438  0.44
C -0.62554 -3.93965 -0.57724  0.06
C -0.52565 -7.43908 0.84767  -1.44
C -0.66622 -3.26511 -4.16367  -0.93
C -0.64974 -2.06495 1.06332  0.36
C 2.16132 2.43253 -2.24694  -0.39
C -1.24784 4.37462 0.27247  -0.92
C -0.14497 3.00703 4.08674  -0.14
C -0.17112 1.47723 2.24426  0.09
C -1.44283 1.54819 0.19511  -1.07
C -0.59361 4.12474 -1.09439  0.97
C 1.68784 4.28067 -0.07491  -0.92
C -0.14613 0.09615 2.14344  -0.44
C -1.40205 0.16779 0.11050  -1.06
C -0.59199 -4.99922 0.31221  -0.57
C -0.58455 -5.49882 -2.41300  -0.46
C 1.38683 3.73879 -2.41003  -1.00
C 2.49232 3.00022 0.15987  0.00
C -1.39697 2.45193 4.75620  -1.17
C -0.54980 -6.54881 -1.50495  -1.05
H 3.92967 3.33059 -1.41030  0.34
H 3.71493 1.63189 -0.97607  0.40
H 0.27073 -7.28651 1.57355  0.34
H 3.22036 3.17505 0.95260  0.38
H 2.64985 2.18026 -3.18888  0.36
H -2.14191 2.18915 4.00771  0.28
H 0.60607 3.64445 -3.16607  0.44
H 0.60114 3.27999 4.83743  0.42
H 2.37135 5.08964 -0.36503  0.43
H -0.39500 3.89307 3.49413  0.10
H -1.06684 5.41039 0.57769  0.44
H 1.81981 2.20666 0.49033  -0.14
H 1.46102 1.63227 -1.99802  0.18
H 2.06874 4.54704 -2.69728  0.35
H 0.24235 -3.77227 -4.50353  0.35
H -0.70408 -2.26609 -4.59608  0.26
H -0.59380 -4.79031 1.36906  0.62
H -0.68713 -1.96477 -0.97480  0.23
H -1.46735 -7.48211 1.39384  0.31
H -1.15223 1.55938 5.32700  0.31
H -0.51954 -7.56156 -1.87902  0.32
H -0.58081 -5.71964 -3.46867  0.39
H 0.35342 -0.47160 2.91268  0.53
H -1.54362 -3.83328 -4.48835  0.35
H -0.37052 -8.39282 0.34960  0.37
H 1.17489 4.57329 0.83801  0.34
H -1.92323 -0.31160 -0.70484  0.58
H -1.81809 3.19743 5.42501  0.41
H -1.96025 2.09704 -0.57442  0.49
H -2.32826 4.23745 0.14032  0.36

## Properties
LUMO level in eV: 0.6
Charge: 0
Kohn-Sham gap in eV: 8.60
Multiplicity: 1
Structure (SMILES): CCOc1cc(C(=O)Nc2cc(C)ccc2OC)ccc1OCC(=O)N1CCCCC1
Energy above the lowest of the compared OMol25 structures with the same formula, charge and spin in kcal per mole: 44.4
Strongest force on any atom in Eh/bohr: 0.013

=====

Record 3
The following is a DFT calculation (the ωB97M-V functional and the def2-TZVPD basis) of the molecule C5H6FNO in a non-equilibrium geometry.

Each line ends with the Mulliken charge.
Cartesian coordinates (Å):
F 2.67191 -0.98870 0.11175  -0.22
O 2.01847 1.69790 0.24011  -0.46
N 1.41476 -0.58571 -0.32780  0.04
C -0.29672 1.23452 -0.40252  -0.56
C -0.84818 -1.12235 0.18203  -0.36
C -1.22100 0.31327 0.39728  -0.49
C 0.39954 -1.48747 -0.09625  -0.29
C 1.12837 0.98353 -0.06003  0.41
H -1.61835 -1.86627 0.28434  0.36
H 0.69265 -2.52213 -0.20466  0.41
H -0.41998 1.02651 -1.46895  0.28
H -0.52100 2.28761 -0.22215  0.30
H -1.14673 0.53611 1.46858  0.26
H -2.25375 0.49319 0.09827  0.33

## Properties
LUMO level in eV: 0.8
Charge: 0
Kohn-Sham gap in eV: 9.39
Multiplicity: 1
Structure (SMILES): O=C1CCC=CN1F
Energy above the lowest of the compared OMol25 structures with the same formula, charge and spin in kcal per mole: 81.6
Strongest force on any atom in Eh/bohr: 0.074

=====

Record 4
The following is a DFT calculation (the ωB97M-V functional and the def2-TZVPD basis) of a cluster of 2 separate species, C5H11N3 in total in a non-equilibrium geometry.

Each line ends with the Mulliken charge.
Cartesian coordinates (Å):
N -1.34220 1.77638 0.39014  -0.21
N 0.94213 1.40605 0.30678  -0.54
N 1.93354 0.45994 -0.02330  0.45
C -2.58718 1.82683 -0.30075  -0.60
C -0.25004 1.43341 0.06441  0.33
C -1.06580 -2.40783 0.54307  -0.86
C 2.98422 0.46469 0.80586  -0.55
C 1.87885 -0.39369 -1.07612  -0.64
H 3.78078 -0.37306 0.50603  0.15
H -2.67433 2.62444 -1.20157  0.24
H 2.89375 -0.66142 -1.27170  0.26
H -0.00917 -2.24661 0.62982  0.21
H 3.11082 1.13735 1.54123  0.34
H -1.38715 -1.73476 -0.31983  0.10
H -3.41999 2.22849 0.29926  0.26
H -1.30781 -3.45051 0.17360  0.28
H 1.06218 -0.48768 -1.72000  0.28
H -1.74866 -2.39949 1.40137  0.27
H -2.79394 0.79745 -0.74829  0.23

## Properties
LUMO level in eV: 0.0
Charge: 0
Kohn-Sham gap in eV: 6.77
Multiplicity: 1
Energy above the lowest of the compared OMol25 structures with the same formula, charge and spin in kcal per mole: 151.7
Strongest force on any atom in Eh/bohr: 0.105

=====

The evaluated highest occupied orbital energy for the records listed, in turn: -9.567 -7.973 -8.616 -6.754 eV.